[1]
Density functional theory data (ωB97M-V with the def2-TZVPD basis set) for a cluster of 3 separate species, C3H12O3S in total in a non-equilibrium geometry.

Geometry as XYZ:
```
19
Properties=species:S:1:pos:R:3:mulliken_charge:R:1
O 1.37081 1.48494 -1.32625 -0.54
C 0.46215 0.37712 -1.43376 0.06
C -0.79116 0.76388 -0.67138 -0.49
C -1.63693 -0.38906 -0.16091 -0.61
S -2.51178 -0.24599 1.38289 -0.29
H 0.92589 2.33004 -1.42281 0.31
H 0.20873 0.22176 -2.49179 0.21
H 1.00403 -0.45255 -0.98500 -0.11
H -0.56175 1.44794 0.15550 0.26
H -1.44876 1.29140 -1.43455 0.22
H -1.08660 -1.33699 -0.11715 0.31
H -2.34776 -0.68070 -0.92809 0.48
H -2.27755 -1.38174 1.98896 0.13
O -0.03504 0.13702 2.65114 -0.57
H 0.89819 0.24558 2.89844 0.27
H -0.28529 1.06334 2.52254 0.31
O 2.79937 -1.88228 -0.48138 -0.64
H 2.86477 -1.99341 0.46886 0.32
H 2.44867 -1.00031 -0.61526 0.38
```

Output
Energy above the lowest of the compared OMol25 structures with the same formula, charge and spin ... 122.0 kJ/mol
HOMO level ... -8.733 eV
F_max ... 2.43 eV Å⁻¹
Molecular weight ... 128.19 g/mol
SMILES ... OCCCS.O.O
Energy ... -745.3542 Eh
E_LUMO ... 0.49 eV

---

[2]
Density functional theory data (ωB97M-V with the def2-TZVPD basis set) for the molecule C11H15N in a non-equilibrium geometry.

Geometry as XYZ:
```
27
Properties=species:S:1:pos:R:3:mulliken_charge:R:1
C 3.02352 1.77587 -0.53235 -0.13
C 2.27865 0.95010 -0.04807 -1.26
C 1.39326 -0.42564 0.42641 1.49
C 1.93301 -1.05679 1.63897 -1.60
C 1.40371 -1.31366 -0.69855 0.14
N 1.60592 -2.05249 -1.55188 -0.56
C -0.05300 0.08999 0.54040 -0.17
C -0.97404 -1.07235 0.93864 -1.09
C -2.13678 -0.94598 -0.08876 -0.31
C -1.49776 -0.38200 -1.32069 -1.51
C -0.61332 0.72091 -0.78394 0.46
C -1.40725 2.05596 -0.63339 -1.57
H 3.71075 2.52690 -0.51506 0.50
H 2.01781 -0.34312 2.51594 0.36
H 2.98901 -1.37385 1.42507 0.44
H 1.38079 -1.96761 1.89054 0.35
H -0.05120 0.92782 1.29033 0.77
H -1.44975 -1.10394 1.94091 0.24
H -0.44908 -2.02409 0.77670 0.44
H -2.76283 -0.05579 0.24079 0.25
H -2.70279 -1.96594 -0.16354 0.34
H -1.00718 -1.05851 -1.87026 0.45
H -2.21273 0.07888 -2.11175 0.41
H 0.19287 0.86671 -1.49545 0.47
H -0.68518 2.88671 -0.96668 0.33
H -1.65185 2.34522 0.37646 0.38
H -2.27454 1.91667 -1.22079 0.40
```

Output
Energy above the lowest of the compared OMol25 structures with the same formula, charge and spin ... 408.4 kJ/mol
HOMO level ... -10.492 eV
F_max ... 5.24 eV Å⁻¹
Molecular weight ... 161.25 g/mol
SMILES ... C#C[C@](C)(C#N)[C@@H]1CCC[C@H]1C
Energy ... -482.7596 Eh
E_LUMO ... 0.77 eV

---

[3]
Density functional theory data (ωB97M-V with the def2-TZVPD basis set) for a structure of composition C41H48F41IN2O7S.

Geometry as XYZ:
```
141
Properties=species:S:1:pos:R:3:mulliken_charge:R:1
O 9.03165 -2.14099 0.85200 -0.57
S 9.24020 -1.01989 -0.00715 1.33
O 10.30086 -0.10789 0.23878 -0.52
F 9.47831 -1.58693 -1.44436 -0.24
N 7.84583 -0.14933 -0.29181 -0.41
I 6.50666 -1.17848 -1.52458 0.18
C 7.13670 0.15034 0.99463 -0.60
C 7.87172 1.20777 1.81100 -0.40
C 7.85104 2.62004 1.20932 -0.86
C 6.61557 3.45791 1.56273 -0.69
C 5.43629 3.30001 0.59884 -0.37
C 4.12015 3.84565 1.17187 -0.36
C 3.13600 4.27014 0.07657 -1.18
C 1.65211 4.24384 0.45490 -0.76
C 1.15224 2.89631 0.98967 0.10
C 1.30584 1.76263 -0.03209 -0.74
C 0.37483 0.56948 0.21901 0.42
C 0.40561 0.06090 1.66650 -1.23
N -0.71738 0.51811 2.45896 0.36
C -0.63444 1.25205 3.60921 -0.40
C -1.90158 1.47154 4.08415 -0.82
C -2.79640 0.83429 3.18000 -0.51
C -2.03373 0.24771 2.19760 -0.54
H 6.13983 0.48372 0.71754 0.14
H 7.00426 -0.76331 1.58152 0.47
H 8.91491 0.90401 1.91556 0.22
H 7.46453 1.21639 2.82504 0.48
H 8.73419 3.13928 1.59090 0.40
H 7.99182 2.57032 0.12565 0.33
H 6.30798 3.24014 2.58970 0.32
H 6.90499 4.51285 1.54716 0.39
H 5.28871 2.25109 0.33218 -0.06
H 5.66849 3.84395 -0.32144 0.36
H 4.34726 4.70991 1.80398 0.42
H 3.69215 3.08510 1.82718 0.27
H 3.29346 3.64970 -0.81029 0.38
H 3.39410 5.29187 -0.21544 0.51
H 1.42454 5.02445 1.18968 0.27
H 1.07762 4.46590 -0.44825 0.12
H 0.09774 3.00356 1.25942 -0.06
H 1.70121 2.64947 1.90000 0.61
H 2.33677 1.38715 -0.00794 0.24
H 1.14605 2.14343 -1.04451 0.33
H 0.70831 -0.25137 -0.42171 0.49
H -0.64325 0.82973 -0.07493 -0.48
H 0.41166 -1.03178 1.66966 0.32
H 1.30977 0.38760 2.18213 0.44
H 0.31061 1.57431 4.01529 0.36
H -2.16947 2.02044 4.97198 0.47
H -3.87182 0.78812 3.24606 0.57
H -2.32947 -0.33784 1.34277 0.43
C 12.02593 -3.88613 3.09855 -0.85
C 12.67296 -3.28840 1.84373 0.93
C 12.26425 -3.86604 0.48499 0.30
F 12.54250 -5.18312 0.40557 -0.25
F 12.96076 -3.22681 -0.48199 -0.27
F 14.01595 -3.27728 1.96833 -0.28
F 12.24200 -1.99599 1.79992 -0.28
O 12.74373 -4.87358 3.81486 -0.41
C 12.68151 -6.19855 3.50953 0.84
C 14.03278 -6.75917 3.03658 0.19
F 14.51926 -6.04353 2.00700 -0.21
F 13.84900 -8.03387 2.62760 -0.26
F 11.69849 -6.47943 2.63846 -0.29
F 12.40046 -6.85986 4.65883 -0.31
H 11.97514 -3.04920 3.79282 0.43
H 11.00003 -4.19667 2.89736 0.37
H 11.19547 -3.70637 0.31884 0.08
H 14.74665 -6.73879 3.86179 0.24
C -2.01110 2.56369 -5.27516 -0.75
C -2.05354 4.02453 -5.74014 0.86
C -0.76189 4.84597 -5.65671 0.04
F -0.30259 4.91211 -4.39211 -0.16
F -1.02474 6.10106 -6.08080 -0.28
F -3.06257 4.67939 -5.13562 -0.26
F -2.33323 3.96867 -7.07747 -0.33
O -2.44844 2.26843 -3.96244 -0.29
C -1.62945 2.33912 -2.87489 0.30
C -2.07321 3.40946 -1.86820 0.81
F -2.18040 4.60677 -2.47313 -0.32
F -1.13473 3.49677 -0.90113 -0.02
F -0.33617 2.47105 -3.21385 -0.34
F -1.74567 1.15174 -2.22427 -0.10
H -2.74118 2.06253 -5.90845 0.39
H -1.04050 2.11378 -5.48796 0.33
H 0.00619 4.40860 -6.30001 0.27
H -3.03141 3.13222 -1.42854 -0.09
C -4.04777 7.01227 2.21026 -0.77
C -2.67318 6.82531 2.86680 0.96
C -1.45323 6.64276 1.95226 -0.04
F -1.58904 5.56761 1.15426 -0.03
F -0.35971 6.46193 2.72620 -0.30
F -2.72331 5.83751 3.78026 -0.25
F -2.42554 7.99560 3.53075 -0.34
O -4.87935 5.87366 2.08840 -0.41
C -4.78825 5.01782 1.03522 0.75
C -4.32928 3.61412 1.45532 0.17
F -3.18370 3.66987 2.13976 -0.13
F -4.11629 2.89407 0.32531 -0.25
F -4.01600 5.50731 0.04748 -0.19
F -6.03481 4.85985 0.52709 -0.33
H -4.58946 7.65747 2.90005 0.39
H -3.96060 7.55438 1.26791 0.33
H -1.30491 7.53330 1.33588 0.24
H -5.09600 3.13014 2.06276 0.25
C -7.02541 -1.40269 -1.37198 -0.91
C -7.15693 -2.76891 -2.05636 0.99
C -6.79815 -4.02168 -1.24986 0.07
F -5.51971 -4.00219 -0.83470 -0.21
F -6.96596 -5.10056 -2.05519 -0.25
F -6.50472 -2.76947 -3.23584 -0.29
F -8.49108 -2.91378 -2.32243 -0.29
O -5.85544 -0.64240 -1.60195 -0.32
C -4.71400 -0.78747 -0.86757 0.46
C -3.52259 -1.27244 -1.70585 0.36
F -3.82540 -2.41520 -2.35277 -0.22
F -2.48768 -1.51539 -0.86718 -0.23
F -4.89846 -1.56149 0.21978 -0.35
F -4.36158 0.44182 -0.43178 0.02
H -7.81246 -0.80435 -1.82822 0.44
H -7.25740 -1.47741 -0.30878 0.31
H -7.46024 -4.12389 -0.38760 0.30
H -3.23023 -0.52045 -2.43461 0.08
C -12.79955 -6.11013 -1.71186 -0.73
C -13.28590 -7.29455 -2.55595 0.88
C -13.30549 -8.68364 -1.90834 0.08
F -12.07651 -9.05084 -1.49855 -0.21
F -13.73421 -9.57756 -2.82581 -0.27
F -12.62536 -7.33678 -3.72830 -0.27
F -14.60020 -7.02811 -2.82612 -0.33
O -11.45578 -5.69557 -1.85659 -0.35
C -10.43230 -6.24602 -1.14779 0.69
C -9.41619 -6.97531 -2.04060 0.31
F -10.03070 -7.89919 -2.80395 -0.23
F -8.52442 -7.60032 -1.24146 -0.27
F -10.86677 -7.02871 -0.14639 -0.31
F -9.74895 -5.21788 -0.57740 -0.25
H -13.37229 -5.26445 -2.08875 0.39
H -13.07210 -6.23950 -0.66367 0.33
H -13.99138 -8.69414 -1.05712 0.29
H -8.90144 -6.26082 -2.68095 0.22
```

Output
HOMO level ... -8.063 eV
F_max ... 0.77 eV Å⁻¹
Molecular weight ... 1618.73 g/mol
Energy ... -7017.6727 Eh
E_LUMO ... -1.24 eV

---

[4]
Density functional theory data (ωB97M-V with the def2-TZVPD basis set) for the molecule C6H9NO in a non-equilibrium geometry.

Geometry as XYZ:
```
17
Properties=species:S:1:pos:R:3:mulliken_charge:R:1
N 2.32182 -0.34702 0.06435 -0.75
C 0.87500 -0.18516 -0.35211 -0.01
C 0.17149 0.91308 0.01481 -0.23
C -1.17617 1.15672 -0.62840 -0.64
C -1.12823 0.49309 0.71392 -0.51
C -1.07864 -1.00131 0.70239 -0.10
O -1.35129 -1.39827 -0.69570 -0.45
C 0.08302 -1.42056 -0.16311 -0.47
H 2.75892 0.62600 -0.23121 0.32
H 2.17105 -0.32814 1.02786 0.31
H 1.22594 0.02017 -1.36972 0.21
H 0.75891 1.77953 0.44418 0.29
H -1.44127 0.71381 -1.68718 0.20
H -1.59692 2.13389 -0.47959 0.30
H -1.65349 0.93180 1.49704 0.57
H -1.59734 -1.74228 1.36957 0.44
H 0.65718 -2.34534 -0.22708 0.52
```

Output
Energy above the lowest of the compared OMol25 structures with the same formula, charge and spin ... 418.8 kJ/mol
HOMO level ... -9.665 eV
F_max ... 8.18 eV Å⁻¹
Molecular weight ... 111.14 g/mol
SMILES ... N[C@@H]1[C@H]2C[C@H]2[C@H]2O[C@@H]12
Energy ... -363.8647 Eh
E_LUMO ... 1.00 eV

---

[5]
Density functional theory data (ωB97M-V with the def2-TZVPD basis set) for the molecule C6H8 in a non-equilibrium geometry.

Geometry as XYZ:
```
14
Properties=species:S:1:pos:R:3:mulliken_charge:R:1
C -0.04992 2.12961 -1.27059 0.16
C 0.22363 0.99560 -0.87856 -0.91
C 0.30266 -0.34363 -0.33228 0.36
C -0.92033 -1.16500 -0.94674 -1.17
C 0.04246 -0.10670 1.16533 -0.19
C 0.66950 -0.92291 2.08258 -0.65
H -0.40839 3.13264 -1.64928 0.37
H 1.25787 -0.83662 -0.46180 0.38
H -1.02379 -1.22696 -2.05329 0.33
H -1.83932 -0.74839 -0.54858 0.35
H -0.79007 -2.23613 -0.62808 0.30
H -0.68472 0.81722 1.53104 0.21
H 0.56829 -0.56028 3.16952 0.25
H 1.31211 -1.86323 1.72208 0.22
```

Output
Energy above the lowest of the compared OMol25 structures with the same formula, charge and spin ... 274.9 kJ/mol
HOMO level ... -9.575 eV
F_max ... 3.87 eV Å⁻¹
Molecular weight ... 80.13 g/mol
SMILES ... C#C[C@H](C)C=C
Energy ... -233.2823 Eh
E_LUMO ... 1.12 eV

---

[6]
Density functional theory data (ωB97M-V with the def2-TZVPD basis set) for a structure of composition C12H29Cl2N2OP2STi in a non-equilibrium geometry.

Geometry as XYZ:
```
50
Properties=species:S:1:pos:R:3:mulliken_charge:R:1
C 1.62384 1.16997 -2.39588 -1.23
C 1.56355 1.03382 -0.87738 1.10
H 2.64624 1.42632 -2.68684 0.43
H 0.94407 1.97394 -2.69664 0.29
H 1.26949 0.27422 -2.90691 0.24
O 2.43390 1.56365 -0.20382 -0.26
Cl -1.34064 0.15845 -1.99539 -0.33
Ti 0.00000 0.00000 0.00000 -1.06
P -1.04701 2.04073 0.57391 1.47
C -0.38131 2.82194 2.08387 -1.25
C -0.91514 3.33842 -0.70213 -1.20
H -1.48855 4.22310 -0.40752 0.46
H -3.30904 2.84534 0.91419 0.44
H -1.31122 2.93768 -1.63851 0.37
H -3.25342 1.26392 0.06082 0.37
H 0.69750 2.96161 1.97024 0.36
H 0.13437 3.61205 -0.83799 0.38
C -2.83144 1.86098 0.87253 -1.17
H -0.85868 3.79041 2.26339 0.46
H -2.97607 1.31609 1.80789 0.35
H -0.56495 2.16335 2.93712 0.30
P 0.72072 -2.16702 -0.64494 1.56
C 1.90262 -2.87930 0.54922 -1.32
C -0.63827 -3.37382 -0.71825 -1.27
H 0.92072 -1.99798 -3.05969 0.37
H 1.87022 -3.36697 -2.42914 0.47
H 2.47367 -1.69496 -2.25455 0.38
C 1.58057 -2.32586 -2.25327 -1.33
H -1.52344 -2.89732 -1.14347 0.39
H -0.34057 -4.23829 -1.32071 0.42
H 2.23886 -3.86510 0.21303 0.46
H 1.39347 -2.96079 1.51333 0.27
H -0.86518 -3.67656 0.30709 0.40
H 2.76729 -2.21820 0.65413 0.39
Cl -1.87265 -1.30685 1.14135 -0.42
S 1.41881 -0.12625 2.08193 -0.42
C 0.57942 -0.43986 3.47955 0.28
N 1.06191 0.12741 4.70043 -0.10
C 0.51282 -0.23291 6.00469 -0.64
C -0.27300 -1.55638 5.98147 -0.54
C -1.20304 -1.55754 4.78161 -0.69
N -0.38463 -1.47548 3.59150 0.27
H 1.93249 0.68294 4.68138 0.29
H -0.16138 0.58985 6.32231 0.30
H 1.32227 -0.31913 6.76273 0.37
H -0.83782 -1.67624 6.93130 0.36
H 0.42040 -2.41957 5.87582 0.29
H -1.88359 -0.67812 4.83809 0.24
H -1.82293 -2.47814 4.76036 0.40
H -0.43183 -2.22726 2.89499 0.28
```

Output
HOMO level (spin up / spin down) ... -15.480 / -15.479 eV
F_max ... 6.15 eV Å⁻¹
Multiplicity ... 2
Molecular weight ... 430.16 g/mol
Net charge ... +2
Energy ... -3509.6183 Eh
E_LUMO (spin up / spin down) ... -9.21 / -9.93 eV

---

[7]
Density functional theory data (ωB97M-V with the def2-TZVPD basis set) for a cluster of 9 separate species, C5H29N2O9 in total in a non-equilibrium geometry.

Geometry as XYZ:
```
45
Properties=species:S:1:pos:R:3:mulliken_charge:R:1
C -0.82659 0.84883 1.99721 -0.64
N -0.91518 -0.02337 0.73201 0.34
C -2.15310 -0.04254 -0.02580 -0.53
C -2.68059 -1.55780 0.22572 -0.53
C -2.09431 -2.27682 -0.97459 0.08
O -1.36820 -3.19200 -0.89013 -0.53
C 0.50576 0.48405 2.62481 -0.62
N 0.81942 -1.03036 2.57931 0.04
H -1.69904 0.51240 2.61608 0.37
H -1.03696 1.97789 1.83703 0.45
H -0.19115 0.37968 0.10733 -0.14
H -2.00228 0.03885 -1.12410 -0.15
H -3.02725 0.51399 0.22895 0.42
H -3.77300 -1.53922 0.35261 0.37
H -2.29279 -2.11865 1.10825 0.19
H -2.26794 -1.79765 -1.94204 0.41
H 1.36466 0.99607 2.09734 0.07
H 0.50839 0.83487 3.54913 0.55
H 1.67657 -1.33196 2.25428 0.21
H -0.03065 -1.33631 1.98816 0.25
H 0.84884 -1.47351 3.44733 0.35
H 2.75497 0.32426 0.32356 0.39
H 3.80971 -0.71979 -0.10281 0.28
O 2.95321 -0.70672 0.34294 -0.62
H 2.44678 1.67597 -3.37276 0.28
H 1.85015 0.52946 -2.78569 0.26
O 1.95588 1.37632 -2.53137 -0.55
H -1.21507 3.43462 -1.42193 0.27
H -1.37438 3.22377 -2.79009 0.23
O -1.48218 2.75892 -2.04966 -0.55
H 0.67671 4.28101 1.84252 0.30
H 0.32070 2.88030 1.36394 0.32
O -0.04181 3.77733 1.38613 -0.64
H 0.29909 -3.77824 1.17577 0.28
H -1.07522 -3.69121 0.73055 0.36
O -0.46222 -3.37148 1.49826 -0.68
H 1.84786 1.97200 -1.00037 0.32
H 3.01272 2.23486 0.00961 0.29
O 2.08205 1.81065 -0.01930 -0.61
H 1.49586 -2.05572 -1.16397 0.29
H 1.69426 -3.28361 -2.08989 0.31
O 2.17625 -2.52888 -1.69237 -0.62
H -1.00740 0.00814 -4.25673 0.29
H -1.22154 0.90063 -2.90275 0.37
O -0.86097 0.08096 -3.28243 -0.57
```

Output
Energy above the lowest of the compared OMol25 structures with the same formula, charge and spin ... 498.3 kJ/mol
HOMO level ... -12.440 eV
F_max ... 5.91 eV Å⁻¹
Molecular weight ... 261.29 g/mol
Net charge ... +1
Energy ... -994.2522 Eh
E_LUMO ... -2.52 eV

---

[8]
Density functional theory data (ωB97M-V with the def2-TZVPD basis set) for a structure of composition C2H5IrO in a non-equilibrium geometry.

Geometry as XYZ:
```
9
Properties=species:S:1:pos:R:3:mulliken_charge:R:1
C 0.35051 -0.13267 0.44128 -0.30
C 0.02300 0.25326 -1.01441 -0.92
H 1.33045 0.39521 0.50776 0.23
H 0.93563 -0.94492 0.92791 0.46
H 0.93983 0.44085 -1.59409 0.35
H -0.51355 1.21320 -1.07754 0.34
Ir -1.70523 -1.03744 1.99935 0.90
O -0.86318 0.35180 1.38249 -0.32
H -0.49746 -0.53930 -1.57275 0.27
```

Output
HOMO level (spin up / spin down) ... -13.259 / -16.452 eV
F_max ... 7.27 eV Å⁻¹
Multiplicity ... 6
Molecular weight ... 237.28 g/mol
Net charge ... +1
Energy ... -258.1684 Eh
E_LUMO (spin up / spin down) ... -4.07 / -8.46 eV